(1)
{
  "formula": "C38H43Cl2N3O2Pt",
  "method": "ωB97M-V with the def2-TZVPD basis set",
  "homo_lumo_gap_ev": [3.8, 5.6],
  "multiplicity": 3,
  "charge": -2,
  "s2": 2.069,
  "species": ["Pt", "C", "C", "C", "C", "C", "C", "C", "C", "C", "C", "C", "C", "N", "C", "O", "C", "C", "C", "C", "C", "N", "C", "O", "N", "C", "C", "C", "C", "C", "C", "C", "C", "C", "C", "C", "C", "H", "H", "H", "H", "H", "H", "H", "H", "H", "H", "H", "H", "H", "H", "H", "H", "H", "H", "H", "H", "H", "H", "H", "H", "H", "H", "H", "H", "H", "H", "H", "H", "H", "H", "H", "H", "H", "Cl", "Cl", "C", "C", "C", "C", "C", "C", "C", "H", "H", "H", "H", "H", "H"],
  "coordinates": [[-0.07, 0.23, 0.30], [-1.32, 4.27, 1.90], [-0.48, 3.20, 2.69], [0.22, 3.86, 3.91], [-1.44, 2.12, 3.17], [-2.61, 2.51, 3.83], [-3.65, 1.57, 4.16], [-3.48, 0.24, 3.89], [-2.32, -0.21, 3.20], [-2.32, -1.64, 2.77], [-1.72, -2.60, 3.78], [-3.80, -2.11, 2.46], [-1.27, 0.71, 2.93], [-0.11, 0.25, 2.33], [1.03, -0.15, 3.00], [1.20, -0.21, 4.22], [2.14, -0.42, 2.05], [3.46, -0.71, 2.36], [4.45, -0.70, 1.34], [4.04, -0.54, 0.01], [2.68, -0.27, -0.29], [1.78, -0.28, 0.71], [2.12, 0.06, -1.64], [2.80, 0.11, -2.68], [0.74, 0.34, -1.55], [0.19, 0.89, -2.67], [-0.59, 0.09, -3.54], [-0.64, 0.46, -4.91], [-0.10, 1.63, -5.35], [0.50, 2.49, -4.44], [0.56, 2.18, -3.11], [1.04, 3.26, -2.18], [2.30, 4.01, -2.56], [-0.20, 4.21, -2.13], [-1.43, -1.00, -3.02], [-1.06, -2.36, -3.62], [-2.92, -0.62, -3.20], [-0.62, 4.94, 1.43], [-1.93, 4.82, 2.60], [-1.97, 3.82, 1.16], [0.28, 2.85, 2.01], [-0.60, 4.32, 4.53], [0.85, 4.74, 3.63], [0.71, 3.09, 4.50], [-2.89, 3.54, 3.98], [-4.41, 1.91, 4.88], [-4.18, -0.50, 4.22], [-1.64, -1.69, 1.90], [-2.38, -2.65, 4.67], [-0.74, -2.28, 4.06], [-1.72, -3.64, 3.41], [-4.32, -2.40, 3.38], [-3.72, -3.02, 1.84], [-4.31, -1.34, 1.91], [3.64, -0.80, 3.43], [5.52, -0.67, 1.60], [4.74, -0.53, -0.83], [-1.13, -0.22, -5.56], [-0.20, 1.86, -6.41], [0.94, 3.42, -4.79], [1.19, 2.78, -1.22], [2.21, 4.37, -3.61], [3.18, 3.31, -2.63], [2.58, 4.80, -1.88], [-0.40, 4.65, -3.10], [-0.04, 5.01, -1.40], [-1.11, 3.65, -1.89], [-1.29, -1.02, -1.92], [-1.35, -2.51, -4.64], [-1.47, -3.26, -3.12], [0.01, -2.46, -3.61], [-3.22, -0.89, -4.23], [-3.04, 0.43, -3.17], [-3.59, -1.09, -2.45], [-2.00, 1.48, -0.26], [1.43, -4.90, 2.06], [1.91, -4.92, 0.39], [2.83, -5.86, -0.01], [3.37, -5.79, -1.28], [3.03, -4.77, -2.18], [2.12, -3.82, -1.81], [1.45, -3.90, -0.52], [0.29, -3.14, -0.29], [3.24, -6.56, 0.70], [4.02, -6.61, -1.58], [3.51, -4.73, -3.20], [1.82, -3.03, -2.51], [-0.14, -3.17, 0.71], [-0.22, -2.56, -1.03]],
  "lowdin_spin": [0.040, 0.000, 0.000, 0.000, 0.000, 0.000, 0.000, 0.000, 0.000, 0.001, 0.000, 0.000, 0.001, 0.001, 0.026, 0.043, 0.108, 0.025, 0.190, 0.015, 0.144, 0.294, 0.040, 0.061, 0.008, 0.001, 0.000, 0.000, 0.000, 0.000, 0.000, 0.000, 0.000, 0.000, 0.001, 0.001, 0.000, 0.000, 0.000, 0.000, 0.001, 0.000, 0.000, 0.000, 0.000, 0.000, 0.000, 0.001, 0.000, 0.000, 0.000, 0.000, 0.000, 0.000, -0.002, 0.016, -0.004, 0.000, 0.000, 0.000, 0.000, 0.000, 0.000, 0.000, 0.000, 0.000, 0.000, 0.001, 0.000, 0.001, 0.000, 0.000, 0.000, 0.000, 0.007, 0.030, 0.139, -0.011, 0.160, -0.009, 0.119, 0.032, 0.459, -0.004, 0.012, -0.004, 0.005, 0.026, 0.024]
}

---

(2)
{
  "formula": "C2HClFN3",
  "method": "ωB97M-V with the def2-TZVPD basis set",
  "homo_lumo_gap_ev": [6.9, 6.9],
  "charge": 0,
  "species": ["C", "C", "N", "N", "N", "F", "Cl", "H"],
  "coordinates": [[1.15, -0.06, 0.14], [-0.97, -0.66, -0.05], [0.69, 0.63, -0.79], [0.16, -0.98, 0.56], [-0.70, 0.25, -1.01], [-1.15, 1.74, 0.43], [2.68, 0.15, 0.69], [-1.86, -1.08, 0.04]],
  "lowdin_charge": [-0.903, -0.167, 0.016, 0.138, 0.202, -0.220, 0.852, 0.081]
}